1.
This record from the OMol25 dataset describes a molecular structure, C41H29N10O4ScSe2. The level of theory is ωB97M-V/def2-TZVPD.

The value obtained for the HOMO energy is -6.5244 eV. For the frontier orbital gap, the calculation gives 0.173 Eh.

Each line ends with the Löwdin charge.
Cartesian coordinates (Å):
Sc: -0.00434 0.24901 -0.00966  0.9851
C: -3.68539 -0.39634 -5.52416  -0.0727
C: -4.24160 0.81863 -5.11687  -0.0685
C: -3.92776 1.37465 -3.88743  -0.0009
C: -3.03733 0.68244 -3.08220  -0.0986
C: -2.47338 0.97051 -1.77080  -0.2613
N: -2.73612 2.07669 -1.10261  0.2223
C: -2.25083 2.33934 0.09840  -0.2592
C: -2.42014 3.62939 0.75405  -0.0940
C: -3.01500 4.81405 0.35197  -0.0008
C: -2.91655 5.90169 1.20520  -0.0667
C: -2.22999 5.81216 2.41781  -0.0674
C: -1.62624 4.63041 2.81810  -0.0001
C: -1.73738 3.53717 1.97455  -0.0914
C: -1.17020 2.19623 2.02032  -0.2554
N: -0.39211 1.78031 3.00342  0.2282
C: 0.30050 0.65818 2.97928  -0.2752
N: 0.33342 -0.27636 1.98604  0.0548
C: 1.20638 -1.26631 2.33523  -0.3019
N: 1.41590 -2.39694 1.69574  0.2178
C: 0.85372 -2.70250 0.53416  -0.2847
N: 0.18737 -1.85962 -0.30658  0.0678
C: -0.28154 -2.58106 -1.36172  -0.2719
N: -1.03149 -2.15113 -2.37112  0.2014
C: -1.63967 -0.98357 -2.38563  -0.3012
N: -1.63143 -0.03437 -1.40221  0.0703
C: -2.49952 -0.54912 -3.47759  -0.1099
C: -2.81746 -1.10372 -4.70822  -0.0132
C: 0.11854 -3.96770 -1.21611  -0.1027
C: -0.15226 -5.10732 -1.96313  -0.0112
C: 0.30400 -6.32015 -1.47854  -0.0756
C: 1.02750 -6.39830 -0.28298  -0.0753
C: 1.30179 -5.26466 0.46101  -0.0139
C: 0.83617 -4.04548 -0.01293  -0.1064
C: 1.80859 -0.94165 3.62060  -0.1217
C: 2.78131 -1.56213 4.38947  -0.0105
C: 3.15247 -0.94884 5.57495  -0.0701
C: 2.56057 0.24652 5.99008  -0.0680
C: 1.58504 0.86777 5.22845  0.0000
C: 1.22320 0.26439 4.03490  -0.1163
N: -1.51325 1.51237 0.88990  0.0766
H: -3.93479 -0.78568 -6.50242  0.1034
H: -4.93203 1.32900 -5.77494  0.1045
H: -4.34881 2.31394 -3.55658  0.1163
H: -3.51780 4.88348 -0.60298  0.1158
H: -3.36077 6.84644 0.92046  0.1044
H: -2.15790 6.68803 3.04889  0.1038
H: -1.07204 4.55957 3.74376  0.1153
H: -2.39413 -2.05102 -5.01430  0.1119
H: -0.73373 -5.03578 -2.87261  0.1125
H: 0.08597 -7.22967 -2.02280  0.1023
H: 1.35842 -7.36406 0.07595  0.1025
H: 1.84998 -5.31689 1.39249  0.1143
H: 3.23662 -2.48733 4.06194  0.1147
H: 3.92438 -1.39622 6.18720  0.1036
H: 2.88426 0.69777 6.91857  0.1040
H: 1.12801 1.79818 5.53577  0.1171
O: 0.86791 4.78796 -3.52037  0.1357
C: 0.75913 3.74151 -4.31131  -0.5041
O: 0.62957 3.83705 -5.50671  0.1032
C: 0.80696 2.39513 -3.67092  -0.0296
C: 0.79666 1.21002 -4.37673  0.0279
N: 0.85740 0.21096 -3.48406  0.0566
N: 0.89446 0.66140 -2.23161  0.0522
C: 0.86878 1.99097 -2.31947  -0.1193
C: 0.98302 2.75458 -1.02871  -0.5486
O: 1.13646 3.97334 -1.04627  0.0833
O: 0.95832 2.01100 0.00528  -0.1614
H: 0.98947 4.55748 -2.55751  0.0659
H: 0.77377 1.05276 -5.44111  0.1458
H: 0.83486 -0.78097 -3.66285  0.1618
C: 4.34120 -3.12923 -1.64504  -0.4017
Se: 3.85579 -1.30446 -1.12798  0.8932
C: 4.72910 -1.41712 0.63185  -0.5489
C: 4.98838 -0.05776 1.23962  -0.5254
Se: 3.43690 1.19169 1.30076  0.9707
C: 4.06731 2.24884 -0.21047  -0.3772
H: 4.05186 -3.79975 -0.84157  0.0147
H: 5.41241 -3.18439 -1.82240  0.0171
H: 3.79876 -3.38701 -2.55154  0.0147
H: 5.67466 -1.93813 0.46802  0.0692
H: 4.08336 -2.03219 1.25788  0.0435
H: 5.74490 0.46582 0.65686  0.0540
H: 5.33812 -0.17329 2.26548  0.0578
H: 5.11013 2.51104 -0.05101  0.0288
H: 3.46927 3.15467 -0.25449  0.0155
H: 3.95189 1.67784 -1.12990  0.0014

2.
This record from the OMol25 dataset describes a molecular structure, C3H2FLuO2 in a non-equilibrium geometry. The level of theory is ωB97M-V/def2-TZVPD.

The value obtained for the HOMO energy (spin up / spin down) is -12.4116 / -14.0232 eV. Its expectation value of S² is 0.767. For the frontier orbital gap (spin up / spin down), the calculation gives 0.198 / 0.242 Eh. As for the spin multiplicity: 2. As for the total charge: +1.

Each line ends with the natural charge from an NBO analysis.
Cartesian coordinates (Å):
F: 1.55906 2.39039 -1.03164  -0.7704
O: -0.28380 -1.43155 -0.49763  -0.5050
O: -2.46270 -0.73073 -0.74133  -0.4584
C: 0.56820 -0.54102 0.35188  -0.4826
C: -0.59228 0.32536 0.55140  -0.1921
C: -1.35252 -0.60462 -0.27668  0.6768
H: 0.98130 -1.07202 1.22575  0.2366
H: -0.84973 1.13588 1.22819  0.2451
Lu: 2.43247 0.52832 -0.80995  2.2500

Relative energy (zero: lowest compared OMol25 entry of this formula, charge and spin) list, top to bottom, in kcal per mole: 15.50 32.32
Energy list, top to bottom, in Eh: -7992.2370 -1601.0022